Version w
{"formula": "C4H9N", "method": "ωB97M-V/def2-TZVPD", "elements": ["N", "C", "C", "C", "C", "H", "H", "H", "H", "H", "H", "H", "H", "H"], "xyz": [[-1.9193, 0.4063, -0.2468], [-1.0080, -0.7469, 0.1180], [0.2656, -0.3059, -0.6178], [0.9397, 0.8951, 0.0499], [1.6503, -0.4568, 0.0457], [-2.9150, 0.2561, 0.0708], [-1.5025, 1.2383, 0.4568], [-0.7114, -0.9598, 1.1942], [-1.4822, -1.7158, -0.2617], [0.4159, -0.2836, -1.6613], [1.3467, 1.8125, -0.4818], [0.5308, 1.1555, 1.0784], [2.5432, -0.3205, -0.7211], [1.8460, -0.9743, 0.9768]], "nbo_charge": [-0.83, -0.23, -0.23, -0.44, -0.43, 0.36, 0.35, 0.18, 0.20, 0.23, 0.22, 0.19, 0.21, 0.22], "smiles": "NCC1CC1", "gap_ev": 10.79, "homo_energy_ev": -9.605}



Version x
{"formula": "C4H9N", "method": "ωB97M-V/def2-TZVPD", "elements": ["C", "C", "N", "C", "C", "H", "H", "H", "H", "H", "H", "H", "H", "H"], "xyz": [[0.1536, 0.5572, -1.8950], [0.7499, 0.4355, -0.5210], [-0.3786, 0.3378, 0.4126], [-0.5521, -1.1473, 0.5532], [-0.1561, -0.1939, 1.7617], [1.0076, 0.5415, -2.7124], [-0.5255, -0.3050, -2.1929], [-0.5193, 1.5380, -1.9297], [1.4155, -0.3931, -0.2441], [1.4253, 1.4225, -0.3582], [-1.5832, -1.3991, 0.4610], [0.2483, -1.7633, 0.1182], [0.9121, -0.1782, 2.0463], [-0.9026, 0.2628, 2.5306]], "nbo_charge": [-0.63, -0.23, -0.42, -0.28, -0.27, 0.21, 0.21, 0.23, 0.17, 0.18, 0.21, 0.20, 0.19, 0.22], "smiles": "CCN1CC1", "gap_ev": 10.50, "homo_energy_ev": -9.215}



Version y
{"formula": "C4H9N", "method": "ωB97M-V/def2-TZVPD", "elements": ["C", "N", "C", "C", "C", "H", "H", "H", "H", "H", "H", "H", "H", "H"], "xyz": [[-1.6459, 1.4501, -0.6339], [-0.5520, 0.7957, -0.6472], [-0.2408, 0.1724, 0.6944], [0.4902, -1.1825, 0.6529], [1.7495, -1.0753, -0.1862], [-2.1696, 1.5833, 0.3438], [-2.1302, 1.5687, -1.6021], [-1.1369, 0.0644, 1.3206], [0.2570, 1.0138, 1.2449], [-0.1523, -1.8948, 0.0900], [0.6530, -1.4952, 1.6796], [2.1909, -2.0381, -0.4123], [2.5239, -0.4570, 0.2824], [1.6129, -0.5599, -1.1458]], "nbo_charge": [-0.08, -0.39, -0.26, -0.41, -0.62, 0.14, 0.19, 0.18, 0.19, 0.20, 0.21, 0.21, 0.20, 0.23], "smiles": "C=NCCC", "gap_ev": 10.97, "homo_energy_ev": -9.728}



Version z
{"formula": "C4H9N", "method": "ωB97M-V/def2-TZVPD", "elements": ["C", "C", "C", "N", "C", "H", "H", "H", "H", "H", "H", "H", "H", "H"], "xyz": [[-0.8102, 0.7361, 0.4746], [-0.1764, -0.5614, 0.9908], [0.7736, -1.0539, -0.1210], [0.4562, -0.2546, -1.3345], [0.0320, 1.0239, -0.7898], [-1.8535, 0.5735, 0.2219], [-0.7381, 1.5174, 1.2263], [-0.8009, -1.3564, 1.3978], [0.4407, -0.3307, 1.8609], [0.8281, -2.1031, -0.3858], [1.7994, -0.7758, 0.1343], [-0.4058, -0.6621, -1.7042], [-0.4718, 1.6710, -1.5011], [0.9268, 1.5760, -0.4703]], "nbo_charge": [-0.43, -0.44, -0.24, -0.59, -0.23, 0.20, 0.21, 0.21, 0.20, 0.20, 0.18, 0.33, 0.20, 0.18], "smiles": "C1CCNC1", "gap_ev": 10.37, "homo_energy_ev": -9.203}



Relative stability in kcal/mol, measured from the most stable structure: version w 42.1; version x 49.6; version y 21.5; version z 0.0



Version w
{"formula": "H6NO", "method": "ωB97M-V/def2-TZVPD", "elements": ["O", "H", "H", "N", "H", "H", "H", "H"], "xyz": [[-0.9270, -0.6222, 0.0857], [-1.1250, -0.8924, -0.8395], [-1.0707, -1.4371, 0.6183], [0.6246, 0.5905, 0.0270], [1.0354, 0.8547, -0.8889], [0.1088, 1.4001, 0.4218], [1.3827, 0.3119, 0.6790], [-0.0288, -0.2054, -0.1035]], "nbo_charge": [-0.81, 0.52, 0.54, -0.94, 0.42, 0.43, 0.43, 0.41], "total_charge": 1, "gap_ev": 13.19, "homo_energy_ev": -17.378}



Version x
{"formula": "H6NO", "method": "ωB97M-V/def2-TZVPD", "elements": ["N", "H", "H", "H", "H", "H", "H", "O"], "xyz": [[-0.8267, -0.6049, -0.9350], [-0.2827, -0.7855, -1.7896], [-0.2965, -0.8139, -0.0867], [-0.8503, 0.4247, -0.9264], [-1.7405, -1.0225, -1.0392], [1.6640, 0.3309, 1.3667], [0.4339, 1.1007, 1.6601], [0.8335, 0.6217, 0.9066]], "nbo_charge": [-0.87, 0.45, 0.48, 0.46, 0.46, 0.51, 0.50, -0.99], "total_charge": 1, "gap_ev": 12.62, "homo_energy_ev": -16.730}



Relative stability in kcal/mol, measured from the most stable structure: version w 62.4; version x 0.0



Version w
{"formula": "C6H18N2O2", "method": "ωB97M-V/def2-TZVPD", "elements": ["C", "C", "C", "N", "C", "C", "C", "N", "H", "H", "H", "H", "H", "H", "H", "H", "H", "H", "H", "H", "H", "H", "O", "H", "H", "O", "H", "H"], "xyz": [[-1.2966, -1.8721, -1.2166], [-0.6367, -0.9361, -0.2833], [-1.3688, -0.4319, 0.7448], [-2.6459, -0.9738, 0.9952], [0.7938, -0.4706, -0.4801], [0.9484, 1.0882, -0.3283], [0.8232, 1.6438, -1.7590], [2.1162, 1.6277, 0.3773], [-2.2977, -1.5034, -1.4128], [-0.7313, -2.0776, -2.1449], [-1.3922, -2.8717, -0.7728], [-1.0081, 0.2674, 1.5102], [-3.1422, -0.4398, 1.6876], [-2.8549, -1.8705, 0.6094], [1.1338, -0.6464, -1.5234], [1.5210, -0.8221, 0.2640], [0.1667, 1.7329, 0.2039], [0.5083, 2.7481, -1.8030], [1.8269, 1.7069, -2.1003], [0.1816, 0.9827, -2.3315], [3.0290, 1.2689, 0.1452], [2.0076, 1.3418, 1.3517], [3.0544, -2.5512, 0.9234], [2.6876, -1.8849, 1.5058], [2.4015, -2.8992, 0.3149], [-1.9872, 2.5635, 2.2326], [-1.2175, 2.9067, 1.7568], [-2.6210, 2.3726, 1.5332]], "nbo_charge": [-0.66, -0.11, -0.01, -0.86, -0.45, -0.03, -0.62, -0.84, 0.22, 0.22, 0.20, 0.21, 0.40, 0.40, 0.21, 0.20, 0.18, 0.21, 0.21, 0.21, 0.35, 0.35, -0.94, 0.47, 0.48, -0.94, 0.47, 0.47], "smiles": "C/C(=C\\N)C[C@H](C)N.O.O", "gap_ev": 8.36, "homo_energy_ev": -7.755}



Version x
{"formula": "C6H18N2O2", "method": "ωB97M-V/def2-TZVPD", "elements": ["C", "C", "C", "C", "C", "N", "N", "C", "H", "H", "H", "H", "H", "H", "H", "H", "H", "H", "H", "H", "H", "H", "O", "H", "H", "O", "H", "H"], "xyz": [[2.2414, 0.4083, -0.7296], [1.0463, 0.7761, -0.2237], [0.0547, -0.3152, 0.0415], [-0.9334, -0.4984, -1.1242], [-0.3025, -1.1708, -2.3261], [-2.1774, -1.1526, -0.6126], [0.7845, 2.1065, 0.0153], [-0.5322, 2.6002, 0.4174], [3.0526, 1.0246, -1.0649], [2.3558, -0.5914, -1.1204], [-0.5017, -0.2440, 0.9935], [0.5578, -1.2613, 0.2511], [-1.3336, 0.4820, -1.4135], [-1.0769, -1.2897, -3.1013], [0.5253, -0.5772, -2.7045], [0.0525, -2.1754, -2.1523], [-2.7355, -1.3084, -1.4484], [-1.9421, -2.1040, -0.3188], [1.3204, 2.7172, -0.5771], [-1.3088, 1.8681, 0.2004], [-0.7181, 3.5684, -0.0496], [-0.5587, 2.8195, 1.4866], [-0.8915, -2.6365, 2.7952], [-1.1706, -2.4447, 1.9041], [-0.1060, -2.1696, 3.0777], [1.1890, 0.5143, 2.9350], [1.8219, -0.1322, 2.6075], [1.2868, 1.1863, 2.2419]], "nbo_charge": [-0.55, 0.20, -0.49, -0.04, -0.63, -0.82, -0.63, -0.41, 0.20, 0.20, 0.25, 0.22, 0.18, 0.20, 0.23, 0.21, 0.35, 0.33, 0.39, 0.21, 0.21, 0.19, -0.95, 0.47, 0.48, -0.94, 0.47, 0.48], "smiles": "C=C(C[C@@H](C)N)NC.O.O", "gap_ev": 8.87, "homo_energy_ev": -8.148}



Version y
{"formula": "C6H18N2O2", "method": "ωB97M-V/def2-TZVPD", "elements": ["C", "C", "C", "N", "O", "H", "H", "H", "H", "H", "H", "H", "H", "H", "C", "C", "C", "N", "O", "H", "H", "H", "H", "H", "H", "H", "H", "H"], "xyz": [[0.0886, -1.5458, 0.8058], [-1.1734, -2.4330, -1.1289], [1.4711, -2.1979, 0.7181], [-0.5024, -1.2927, -0.5221], [0.1768, -0.3560, 1.5309], [0.6705, 0.7583, 0.7608], [0.2231, -0.9496, -1.1436], [-0.6044, -2.2338, 1.3146], [-1.5663, -2.1398, -2.1029], [-0.5267, -3.3097, -1.2753], [-2.0155, -2.7319, -0.5034], [2.1668, -1.5085, 0.2360], [1.4402, -3.1255, 0.1433], [1.8414, -2.4179, 1.7183], [-1.5386, 1.6000, 0.1663], [1.1389, 1.8270, 0.1701], [1.3361, 1.7176, -1.3367], [-1.7725, 1.2722, 1.4044], [-1.7480, 2.7896, -0.3876], [-1.8889, 3.4776, 0.2785], [-1.3585, 0.7869, -0.5299], [-0.9532, 0.3780, 1.6973], [-1.9574, 2.0137, 2.0713], [2.1048, 1.7370, 0.6803], [0.7824, 2.8233, 0.4428], [0.3898, 1.8243, -1.8726], [1.7683, 0.7501, -1.6055], [2.0069, 2.4865, -1.7305]], "nbo_charge": [0.27, -0.41, -0.64, -0.67, -0.83, 0.34, 0.36, 0.14, 0.20, 0.17, 0.19, 0.20, 0.20, 0.22, 0.54, -0.78, -0.61, -0.77, -0.64, 0.49, 0.24, 0.49, 0.37, 0.21, 0.18, 0.18, 0.19, 0.20], "gap_ev": 8.18, "homo_energy_ev": -7.847}



Relative stability in kcal/mol, measured from the most stable structure: version w 13.8; version x 0.0; version y 39.5



Version w
{"formula": "C16H16N2O4", "method": "ωB97M-V/def2-TZVPD", "elements": ["O", "C", "N", "C", "C", "C", "C", "C", "O", "C", "C", "C", "O", "N", "C", "C", "C", "C", "O", "C", "C", "C", "H", "H", "H", "H", "H", "H", "H", "H", "H", "H", "H", "H", "H", "H", "H", "H"], "xyz": [[1.7124, -1.5633, -2.1108], [1.0664, -2.1635, -1.2857], [-0.1863, -2.6329, -1.5240], [-0.9995, -2.0420, -2.5764], [-1.7348, -0.8569, -2.0347], [-1.2761, 0.3595, -1.6186], [-2.3961, 1.0438, -1.0866], [-3.4480, 0.1920, -1.2136], [-3.0585, -0.9648, -1.7787], [1.5620, -2.4446, 0.1380], [2.9723, -1.8959, 0.3216], [2.7464, -0.4296, 0.6675], [3.5777, 0.4434, 0.6415], [1.4375, -0.2915, 1.0407], [0.7593, 0.9137, 1.2708], [1.2112, 2.1043, 0.7081], [0.5068, 3.2764, 0.8968], [-0.6658, 3.2848, 1.6424], [-1.3988, 4.4170, 1.8348], [-1.1158, 2.0997, 2.2125], [-0.4080, 0.9285, 2.0319], [0.7481, -1.5640, 1.0994], [-0.6928, -3.0592, -0.7626], [-1.7048, -2.7835, -2.9548], [-0.3118, -1.7357, -3.3675], [-0.2702, 0.7193, -1.6879], [-2.4063, 2.0267, -0.6640], [-4.4838, 0.2849, -0.9549], [1.4693, -3.5077, 0.3663], [3.5043, -2.3845, 1.1388], [3.5702, -1.9669, -0.5858], [2.1176, 2.1096, 0.1269], [0.8684, 4.1942, 0.4525], [-0.9606, 5.1629, 1.4080], [-2.0219, 2.1134, 2.7967], [-0.7701, 0.0262, 2.4995], [0.7741, -1.9736, 2.1184], [-0.2941, -1.4399, 0.7935]], "nbo_charge": [-0.61, 0.69, -0.61, -0.28, 0.25, -0.32, -0.30, 0.08, -0.41, -0.32, -0.50, 0.70, -0.59, -0.47, 0.20, -0.23, -0.27, 0.28, -0.67, -0.26, -0.23, -0.20, 0.39, 0.22, 0.25, 0.24, 0.23, 0.20, 0.23, 0.23, 0.26, 0.25, 0.21, 0.48, 0.23, 0.21, 0.19, 0.21], "smiles": "O=C(NCc1ccco1)[C@H]1CC(=O)N(c2ccc(O)cc2)C1", "gap_ev": 8.58, "homo_energy_ev": -8.049}



Version x
{"formula": "C16H16N2O4", "method": "ωB97M-V/def2-TZVPD", "elements": ["C", "C", "O", "C", "C", "C", "C", "C", "C", "N", "C", "O", "C", "H", "H", "C", "N", "C", "C", "C", "C", "H", "H", "H", "H", "H", "H", "H", "H", "O", "C", "O", "H", "H", "H", "H", "H", "H"], "xyz": [[-1.7618, -1.8223, 3.0873], [-1.2237, -0.9789, 2.0081], [-0.0808, -1.3083, 1.7549], [-1.9222, 0.0793, 1.3494], [-3.2819, 0.2982, 1.5657], [-3.8355, 1.3446, 1.1646], [-3.1903, 2.2662, 0.2234], [-2.0926, 1.8438, -0.2638], [-1.2983, 0.8130, 0.3248], [-0.0305, 0.7444, -0.0244], [0.7994, 1.1759, -0.8281], [0.4043, 2.0533, -1.7084], [2.0774, 0.7971, -1.2538], [2.5726, 0.6116, 0.0287], [2.7141, 1.3215, -1.7609], [2.2120, -0.5872, -1.6732], [3.3904, -1.1066, -1.8081], [4.3984, -1.0264, -2.7083], [5.3402, -1.8421, -2.2770], [5.2912, -2.3115, -0.9803], [3.9355, -2.0799, -0.8128], [3.5329, -2.2704, 0.2702], [5.9231, -2.9804, -0.3881], [6.5073, -1.7758, -2.7737], [3.9979, -0.8115, -3.6374], [1.3369, -1.3107, -1.1157], [1.7145, -0.4384, -2.8639], [0.3918, -0.1854, 0.6307], [-1.4997, 2.6460, -0.9185], [-4.2672, 3.0991, -0.1383], [-5.4760, 2.6439, 0.6278], [-5.2321, 1.5841, 1.3287], [-5.7250, 3.6325, 1.2252], [-6.2521, 2.5823, -0.2179], [-3.6288, -0.3228, 2.4744], [-2.0926, -1.3941, 4.0450], [-2.7249, -2.4935, 2.5021], [-0.9238, -2.4906, 3.5420]], "nbo_charge": [-0.71, 0.55, -0.59, -0.23, -0.22, 0.22, 0.31, -0.32, 0.29, -0.59, 0.63, -0.67, -0.35, 0.12, 0.23, -0.15, -0.40, -0.08, -0.25, -0.29, -0.06, 0.21, 0.24, 0.20, 0.22, 0.22, 0.16, 0.45, 0.29, -0.50, 0.25, -0.47, 0.14, 0.17, 0.24, 0.24, 0.23, 0.26], "gap_ev": 7.88, "homo_energy_ev": -8.409}



Relative stability in kcal/mol, measured from the most stable structure: version w 0.0; version x 274.7